1.
# C3H4LiMnO4

A molecular structure, C3H4LiMnO4 (ωB97M-V/def2-TZVPD, OMol25).

The geometry in XYZ format:
```
13
Properties=species:S:1:pos:R:3:forces:R:3:mulliken_charge:R:1
O 0.352350 -0.213750 0.687520 -0.51 -0.21 0.59 -0.347
C 0.789013 0.059818 -0.510096 -1.69 0.76 -0.35 0.883
C -0.064242 1.022698 1.355034 0.64 0.04 0.43 -0.216
O 0.802506 -0.762990 -1.421075 1.74 1.64 0.39 -0.642
O 0.952193 1.336361 -0.721944 0.35 0.16 -0.50 -0.298
C 0.317065 2.098334 0.328507 0.20 0.24 0.29 -0.220
H 0.510384 1.078909 2.285150 -0.16 0.05 -0.25 0.276
H -1.131359 1.005864 1.592168 0.23 -0.34 -0.25 0.261
H 1.043802 2.821860 0.707510 -0.21 -0.14 -0.11 0.271
H -0.547184 2.611413 -0.105334 0.26 -0.13 0.06 0.262
O -0.788055 -3.915325 -1.355597 -0.40 0.24 -0.19 -1.091
Mn 0.022740 -2.422060 -1.760950 -0.77 -2.27 -0.06 0.976
Li -2.259213 -4.721132 -1.080893 0.33 -0.04 -0.05 0.886
```
Positions in Å, forces in eV/Å.

Summary:
Molecular weight, g/mol: 165.940
E_HOMO (spin up / spin down), eV: -12.112 / -12.899
Energy above the lowest of the compared OMol25 structures with the same formula, charge and spin, kcal per mole: 0.00
Multiplicity: 6
Total charge: +1
Frontier orbital gap (spin up / spin down), eV: 8.94 / 8.84



2.
# C41H42P2PdTe

A molecular structure, C41H42P2PdTe (ωB97M-V/def2-TZVPD, OMol25).

The geometry in XYZ format:
```
87
Properties=species:S:1:pos:R:3:forces:R:3:mulliken_charge:R:1
Pd -0.091501 1.043925 -0.945175 0.91 -1.50 1.44 -1.118
C -2.276657 0.999936 -3.248105 -1.32 -0.61 -0.10 -0.312
C -2.014292 -0.333555 -3.015464 -1.27 -0.58 -1.52 -1.107
C -1.250472 -1.164397 -4.009103 0.83 0.14 -0.02 -0.948
C 0.075614 -0.497140 -4.404433 1.26 0.14 -0.28 -1.466
C 0.831873 0.245562 -3.337930 0.75 0.30 0.11 0.146
C 0.429820 1.458068 -2.881180 1.44 1.77 -2.61 0.964
C -0.284096 2.433980 -3.825931 -0.71 -0.37 0.15 -1.154
C -1.661608 1.889338 -4.257109 -0.11 1.12 -0.80 -1.346
C 1.276076 0.704059 3.054911 -0.98 0.51 1.68 -0.085
H -3.156955 1.453597 -2.791902 0.34 -0.34 0.22 0.481
H -2.818215 -0.917080 -2.580162 -0.53 0.26 -0.25 1.895
H -1.735434 -1.313261 -5.004822 -0.32 -0.07 1.03 0.525
H -1.053912 -2.122857 -3.520421 -0.05 -0.08 -0.54 0.084
H 0.778250 -1.245467 -4.799025 -0.40 0.09 -0.21 0.482
H -0.153965 0.226464 -5.195046 0.27 -0.33 -0.07 0.349
H 1.836388 -0.157118 -3.083210 -1.12 0.25 0.20 0.891
H 1.001115 2.027451 -2.110386 0.76 0.04 -0.89 -0.761
H 0.260953 2.653332 -4.766277 0.30 -0.28 0.67 0.291
H -0.398679 3.395543 -3.312345 -0.10 -0.20 -0.01 0.390
H -2.321850 2.760120 -4.351716 -0.03 -0.14 -0.05 0.471
H -1.610069 1.497937 -5.303145 -0.05 -0.16 0.87 0.394
H 1.772303 1.426633 3.731499 -0.26 -0.25 -0.68 0.412
H 1.558286 0.723103 2.047585 0.92 0.11 -1.30 -0.963
H 1.416356 -0.291286 3.465155 -0.24 -0.12 -0.07 0.470
P -1.427955 -1.009579 -0.807977 1.68 2.95 1.22 1.883
P 2.301058 -0.204401 -0.546855 -1.89 0.38 2.21 1.626
C 0.043151 -1.981222 -1.360860 2.30 -0.41 0.61 -0.392
C 1.390079 -1.642553 -1.339454 -0.91 -0.94 -1.26 -1.183
C -2.275941 -2.287297 0.163574 -0.20 -0.36 -0.57 0.576
C -2.720569 -3.324536 -0.680713 -0.13 0.01 0.62 -0.466
C -3.545216 -4.322691 -0.183294 -0.05 0.24 0.52 -0.906
C -3.889641 -4.277327 1.177415 0.03 -0.24 -0.09 -0.560
C -3.430340 -3.269242 2.042159 0.04 -0.14 -0.31 -0.503
C -2.622948 -2.248376 1.533558 0.03 -0.11 -0.60 -0.025
C -2.699851 0.470061 -0.464490 -1.36 -0.32 0.96 0.446
C -2.325066 1.822855 -0.389977 -0.03 0.04 -0.25 0.184
C -3.238048 2.872795 -0.583095 0.17 -0.96 0.17 -0.717
C -4.567333 2.520498 -0.881238 0.31 0.41 0.31 -0.690
C -4.988450 1.176902 -0.849493 -0.04 0.32 0.07 -0.751
C -4.062639 0.151972 -0.587472 -0.07 0.88 -0.20 -0.694
C 3.587982 -1.015696 0.418248 0.76 -0.58 0.05 0.530
C 3.254274 -2.196059 1.136890 0.28 0.46 -0.90 -0.558
C 4.257535 -3.032994 1.613375 0.13 0.46 -0.06 -0.604
C 5.598076 -2.670065 1.439188 0.03 0.02 0.27 -0.534
C 5.944234 -1.436278 0.868254 -0.55 -0.26 0.39 -0.619
C 4.943726 -0.590242 0.387231 -0.32 -0.56 -0.16 -0.671
C 3.018079 1.481823 -0.854340 -0.74 0.29 -0.58 -0.105
C 2.460952 2.544675 -0.082057 -0.06 -0.30 -0.23 -0.221
C 2.761562 3.874634 -0.344674 0.53 0.16 -0.13 -0.633
C 3.731450 4.170249 -1.316785 -0.64 0.01 0.28 -0.458
C 4.294615 3.133292 -2.039117 0.31 0.13 -0.45 -0.813
C 3.912348 1.797915 -1.869827 0.07 0.28 0.66 -0.015
H -0.213743 -2.991418 -1.720484 0.55 0.29 0.01 0.646
H 2.079963 -2.302939 -1.911228 -0.50 0.09 0.71 0.219
H -2.431623 -3.333553 -1.733656 -0.12 0.03 0.23 0.187
H -3.922961 -5.091600 -0.862568 0.08 0.14 0.44 0.430
H -4.511432 -5.075359 1.573150 0.00 0.15 0.02 0.351
H -3.712554 -3.286939 3.109379 0.18 0.02 -0.71 0.426
H -2.258967 -1.432639 2.170335 -0.20 -0.30 -0.38 0.062
H -1.244915 2.149812 -0.235755 -0.98 0.33 0.60 0.383
H -2.870037 3.910771 -0.486093 -0.52 -0.64 -0.24 0.441
H -5.246545 3.352505 -1.086821 -0.10 -0.52 0.05 0.339
H -6.054596 0.945869 -1.015976 0.65 0.11 0.10 0.366
H -4.395371 -0.887379 -0.499794 0.07 0.34 -0.20 0.360
H 2.202769 -2.477372 1.193241 0.23 -0.01 0.09 0.438
H 3.980798 -3.956305 2.119111 0.18 0.14 -0.11 0.397
H 6.377481 -3.342436 1.801870 -0.16 0.22 -0.13 0.343
H 6.991378 -1.144695 0.814411 -0.22 -0.03 -0.05 0.395
H 5.226140 0.352221 -0.090137 -0.19 -0.36 0.16 0.287
H 1.739804 2.322465 0.700733 0.11 -0.08 -0.19 -0.001
H 2.265161 4.694185 0.191688 0.23 -0.52 -0.10 0.417
H 4.001976 5.211942 -1.533062 -0.06 -0.54 0.12 0.383
H 5.035655 3.420132 -2.773238 0.06 -0.29 -0.17 0.390
H 4.330190 0.981892 -2.445570 0.09 0.22 -0.23 0.497
Te -0.868505 1.154676 2.915626 0.58 -0.48 -0.96 0.229
C -1.049166 0.369617 4.826274 -0.41 0.57 -0.26 0.415
C -0.895743 1.373609 5.781965 0.39 -1.05 0.25 -0.570
C -0.431769 0.982288 7.028109 -0.40 0.12 -0.18 -0.490
C -0.207732 -0.368087 7.283110 -0.12 0.22 0.22 -0.488
C -0.481333 -1.350063 6.343624 -0.37 -0.10 -0.46 -0.516
C -0.936838 -0.997535 5.079420 0.23 1.01 0.18 -0.248
H -1.031234 2.409215 5.481574 0.07 -0.17 0.30 0.346
H -0.263904 1.758158 7.756398 0.18 -0.12 0.40 0.383
H 0.152176 -0.655004 8.251084 0.19 -0.14 0.34 0.370
H -0.345813 -2.397192 6.546158 0.14 -0.21 0.36 0.407
H -1.123176 -1.704841 4.272689 0.17 0.00 0.29 0.296
```
Positions in Å, forces in eV/Å.

Summary:
Molecular weight, g/mol: 830.755
E_HOMO (spin up / spin down), eV: -5.246 / -6.602
Energy above the lowest of the compared OMol25 structures with the same formula, charge and spin, kcal per mole: 186.57
Multiplicity: 3
Frontier orbital gap (spin up / spin down), eV: 5.51 / 5.76



3.
# C33H36N3O3P

2 unconnected molecules or ions with the total composition C33H36N3O3P (ωB97M-V/def2-TZVPD, OMol25).

The geometry in XYZ format:
```
76
Properties=species:S:1:pos:R:3:forces:R:3:mulliken_charge:R:1
C 0.288451 -3.352146 3.747546 -0.15 0.16 0.03 -1.254
C 0.893830 -2.078477 3.215159 0.03 0.02 -0.61 -0.237
O 0.180352 -0.914505 3.725597 0.15 0.11 -0.44 -0.300
P 0.066916 0.367273 2.745127 -0.20 0.46 -0.41 0.722
C 1.296788 1.513069 3.387644 -0.43 1.24 0.97 0.105
C 2.510126 0.822505 3.576944 3.41 -1.77 0.21 0.092
N 3.534093 0.216716 3.637604 -3.09 1.94 -0.14 -0.685
O 0.163904 0.060763 1.295980 -0.07 0.08 0.92 -0.827
O -1.314260 1.054381 3.212366 0.04 -0.78 0.21 -0.109
C -2.462469 0.202851 3.549565 0.27 -0.09 -0.25 -0.153
C -3.657267 1.093013 3.806342 0.25 0.26 0.06 -1.254
H 0.948636 -4.162971 3.432723 -0.17 -0.12 0.07 0.385
H 0.226115 -3.347435 4.840586 0.02 -0.02 -0.17 0.306
H -0.709021 -3.505943 3.318379 0.18 -0.06 0.20 0.290
H 1.974432 -2.036225 3.428720 -0.48 0.40 0.23 0.315
H 0.769016 -2.029979 2.130171 0.22 -0.23 0.06 0.352
H 0.905060 2.045997 4.283376 0.45 -0.58 -0.52 0.377
H -2.667901 -0.497839 2.717317 0.24 0.33 0.33 0.326
H -2.204793 -0.370444 4.451065 -0.04 0.08 -0.34 0.276
H -4.557329 0.484265 3.947855 0.16 0.13 -0.05 0.394
H -3.478516 1.683422 4.711178 -0.13 -0.05 -0.12 0.299
H -3.800357 1.788185 2.972220 -0.08 -0.19 0.09 0.280
C -3.886561 6.587706 2.216509 0.33 0.07 -0.23 -1.082
N -2.841292 6.363832 1.219015 -0.33 -0.51 0.24 0.409
C -2.818741 7.293366 0.135741 -0.26 0.47 -0.45 -0.083
C -2.722181 8.672812 0.409458 0.20 -0.38 -0.19 0.032
C -2.856861 9.609694 -0.614135 -0.28 -0.12 -0.21 -0.735
C -3.164528 9.188812 -1.914911 0.31 -0.23 0.05 -0.368
C -3.242300 7.818177 -2.198961 0.04 0.12 0.26 -0.597
C -3.063003 6.871794 -1.184681 0.11 0.35 0.42 -0.216
C -1.711403 5.629766 1.639488 0.94 -0.11 -0.27 0.510
C -1.224308 4.552309 0.856988 -0.25 0.46 0.41 -0.900
C -0.105159 3.848262 1.266601 0.26 0.55 0.02 -0.663
C 0.705145 4.308768 2.335300 -1.62 0.13 0.19 0.970
C 1.985645 3.685171 2.491852 0.01 -1.71 -1.09 -0.714
C 3.100270 4.339124 3.130922 1.44 0.61 0.90 0.514
C 4.327212 3.637944 3.289328 -0.61 -0.28 -0.30 -0.701
C 5.444780 4.216391 3.855245 0.48 0.83 0.43 -0.753
C 5.396069 5.529212 4.378226 -0.64 -0.43 -0.50 -0.058
N 6.520895 6.105340 5.035615 0.36 -0.48 0.51 0.294
C 6.386799 6.273998 6.485291 -0.06 -0.06 -0.49 -1.017
C 7.387147 7.037358 4.396367 0.38 0.31 -0.30 0.200
C 7.282803 8.411613 4.673426 -0.09 -0.15 -0.41 -0.059
C 8.126622 9.324684 4.037572 0.42 -0.22 0.11 -0.656
C 9.176094 8.866857 3.229143 -0.30 -0.13 -0.18 -0.399
C 9.318706 7.491566 2.990998 -0.20 0.13 0.23 -0.522
C 8.426047 6.578058 3.558761 -0.39 0.51 0.25 -0.215
C 4.187924 6.236629 4.246919 0.43 -0.10 -0.41 -0.203
C 3.109355 5.707185 3.544459 0.10 -0.77 0.34 -1.071
C 0.146108 5.307282 3.189633 0.04 -0.49 -0.37 -1.165
C -1.042002 5.940550 2.848111 -0.32 0.08 -0.41 -0.225
H -3.994403 5.674320 2.810846 -0.06 0.22 -0.04 0.341
H -3.653680 7.432480 2.876905 -0.24 -0.05 0.10 0.400
H -4.819495 6.787299 1.677066 0.13 0.00 0.26 0.318
H -2.526862 9.001233 1.434126 -0.07 -0.11 -0.34 0.314
H -2.757649 10.675872 -0.394992 -0.06 -0.36 -0.06 0.338
H -3.304223 9.923105 -2.716668 0.04 -0.32 0.38 0.363
H -3.474370 7.477747 -3.208442 0.10 0.13 0.24 0.356
H -3.137784 5.801935 -1.382262 -0.06 0.31 -0.01 0.334
H -1.752211 4.283499 -0.060266 0.08 -0.06 0.42 0.251
H 0.173636 2.920877 0.771089 0.11 0.23 -0.18 0.416
H 2.266662 2.937622 1.714378 -0.34 0.98 0.62 0.691
H 4.377518 2.596503 2.962933 0.00 0.32 0.05 0.319
H 6.398325 3.684588 3.911740 -0.42 0.04 0.04 0.415
H 7.389962 6.422683 6.896806 -0.23 0.01 0.06 0.326
H 5.749506 7.130967 6.745217 0.02 -0.15 0.22 0.369
H 5.962063 5.351385 6.890779 0.01 0.22 0.09 0.333
H 6.511978 8.767682 5.364867 0.24 -0.12 -0.34 0.234
H 7.986852 10.396129 4.200135 0.10 -0.35 0.00 0.344
H 9.860418 9.579855 2.752892 -0.31 -0.33 0.26 0.350
H 10.143097 7.122745 2.380432 -0.23 0.13 0.10 0.354
H 8.525116 5.505723 3.395252 0.00 0.26 -0.01 0.335
H 4.140960 7.249831 4.643755 -0.03 -0.11 -0.24 0.332
H 2.286263 6.362352 3.305412 -0.04 -0.08 0.10 0.835
H 0.621821 5.572336 4.134193 -0.08 -0.10 -0.37 0.805
H -1.443458 6.751388 3.472682 0.23 -0.50 -0.21 0.304
```
Positions in Å, forces in eV/Å.

Summary:
Molecular weight, g/mol: 553.643
E_HOMO, eV: -7.579
Energy above the lowest of the compared OMol25 structures with the same formula, charge and spin, kcal per mole: 0.00
Multiplicity: 1
Frontier orbital gap, eV: 6.08



4.
# C2H8O3SSi

A single C2H8O3SSi molecule (ωB97M-V/def2-TZVPD, OMol25).

The geometry in XYZ format:
```
15
Properties=species:S:1:pos:R:3:forces:R:3:mulliken_charge:R:1
C 0.644544 1.565940 -0.015654 -0.34 -0.55 -0.07 -0.982
C -1.769188 0.073226 -0.505102 0.83 -0.09 0.17 -0.980
O 0.190136 -0.830201 1.044648 0.62 -0.94 -0.04 -0.283
O -1.132696 1.012254 1.867686 -0.13 0.17 0.17 -0.605
O 1.880555 -0.844435 -1.165819 0.08 0.59 -0.61 -0.627
Si 1.402016 -1.767456 -0.049231 -0.19 -0.37 0.49 0.358
S -0.503776 0.419821 0.730409 -1.11 1.75 -0.43 1.173
H 1.311255 1.916113 0.762999 0.00 -0.06 0.28 0.353
H 1.203222 1.007787 -0.766410 0.12 -0.15 -0.18 0.411
H 0.081154 2.391827 -0.430504 -0.22 0.11 0.02 0.370
H -1.297172 -0.481692 -1.309623 0.05 -0.05 -0.17 0.350
H -2.555658 -0.515519 -0.042192 0.11 -0.03 0.24 0.363
H -2.168518 1.014018 -0.862054 0.01 0.19 0.02 0.365
H 2.251935 -2.110478 1.082584 0.32 -0.23 0.23 -0.138
H 0.462190 -2.851204 -0.341736 -0.15 -0.33 -0.11 -0.127
```
Positions in Å, forces in eV/Å.

Summary:
Molecular weight, g/mol: 140.236
E_HOMO, eV: -9.423
Energy above the lowest of the compared OMol25 structures with the same formula, charge and spin, kcal per mole: 0.00
Multiplicity: 1
Frontier orbital gap, eV: 9.84